335
Properties=species:S:1:pos:R:3:mulliken_charge:R:1 method="wB97M-V/def2-TZVPD" e_homo_ev=-6.83 total_charge=-1 molar_mass_g_mol=1963.42 gap_ev=8.74 e_tot_ha=-6670.81823 spin_multiplicity=1
O 2.757 -2.307 0.834 -0.7480
C 2.019 -1.425 0.531 -0.6159
O 0.755 -1.356 0.767 -0.0289
B 0.295 -0.079 0.249 0.4483
O 1.428 0.676 -0.277 1.0609
C 2.563 -0.105 -0.124 0.3831
O 3.602 0.191 -0.563 -0.5027
O -0.585 0.678 1.163 -0.2158
C -1.778 0.914 0.614 0.3420
O -2.615 1.647 1.073 -0.1551
C -1.752 0.237 -0.780 -0.1182
O -0.584 -0.341 -0.936 -0.2934
O -2.687 0.274 -1.534 -0.6088
C -5.321 3.640 -5.466 -1.3661
C -4.866 4.457 -4.311 0.2815
C -5.009 3.711 -3.018 1.7501
O -4.865 4.604 -1.935 -0.5066
C -5.182 4.109 -0.665 -0.9343
N -3.514 5.026 -4.545 -0.8056
H -6.255 3.151 -5.408 0.3329
H -4.554 3.013 -5.896 0.1197
H -5.436 4.326 -6.356 0.3669
H -5.530 5.326 -4.397 0.2910
H -4.215 2.905 -2.938 -0.5857
H -5.955 3.154 -2.902 -0.6147
H -4.651 4.803 0.125 0.1873
H -4.827 3.130 -0.452 0.1856
H -6.215 4.126 -0.535 0.7525
H -2.937 4.285 -4.937 0.3285
H -3.099 5.113 -3.614 0.2922
C -3.295 -0.046 -5.130 -1.5476
C -2.038 0.611 -4.649 3.0243
C -1.052 -0.465 -4.219 -0.5730
O 0.120 0.138 -3.659 0.5894
C 1.252 -0.687 -3.606 -0.4127
N -1.380 1.496 -5.664 -0.7694
H -3.718 -0.713 -4.350 0.0954
H -3.202 -0.645 -6.112 0.3152
H -4.114 0.629 -5.332 0.1711
H -2.160 1.233 -3.746 -1.4450
H -0.749 -1.131 -5.011 0.6306
H -1.649 -0.977 -3.429 -0.4870
H 2.102 -0.158 -3.128 -0.3164
H 1.556 -1.019 -4.637 0.5246
H 1.032 -1.574 -2.892 0.0666
H -0.524 1.803 -5.193 0.1463
H -1.027 0.891 -6.377 0.3903
C 10.816 3.123 4.030 -0.8656
O 10.576 3.990 2.973 -0.3168
C 11.225 3.652 1.737 -0.4318
C 10.671 4.563 0.630 -0.9114
N 9.260 4.507 0.314 -0.1825
C 8.782 3.302 -0.281 1.0978
C 8.161 3.587 -1.602 -0.8595
O 7.520 2.518 -2.257 -0.3172
C 6.180 2.299 -1.992 1.9563
H 11.768 3.229 4.549 0.3492
H 10.786 2.073 3.779 0.3552
H 10.064 3.292 4.825 0.2617
H 11.009 2.589 1.659 0.2699
H 12.308 3.695 1.707 0.4938
H 11.296 4.323 -0.241 0.3639
H 10.853 5.572 1.024 0.3919
H 8.701 4.850 1.031 0.3882
H 8.027 2.786 0.393 -1.1688
H 9.533 2.474 -0.181 0.3335
H 8.905 3.998 -2.237 0.3699
H 7.453 4.410 -1.413 0.1296
H 5.654 3.294 -1.977 0.2644
H 6.011 1.804 -0.988 -1.0586
H 5.783 1.544 -2.682 -0.9120
C 4.088 4.234 -8.261 -0.5152
O 5.058 4.902 -7.486 -0.4508
C 4.574 5.016 -6.159 -0.8021
C 4.677 3.786 -5.305 0.0878
N 3.849 2.683 -5.705 0.2360
C 3.870 1.495 -4.813 1.0521
C 5.124 0.734 -5.011 -1.2115
O 5.158 -0.093 -6.161 -0.4366
C 5.762 0.487 -7.244 -0.6066
H 4.007 3.095 -8.153 0.1003
H 4.356 4.356 -9.347 0.2549
H 3.109 4.630 -7.982 0.2949
H 3.567 5.418 -6.185 0.4442
H 5.275 5.748 -5.764 0.2015
H 4.373 4.113 -4.267 -0.1481
H 5.738 3.409 -5.208 0.1752
H 2.895 2.971 -5.914 0.4788
H 2.961 0.922 -5.009 0.2849
H 3.804 1.616 -3.687 -0.8022
H 5.222 0.157 -4.117 0.4015
H 6.047 1.351 -5.057 0.2213
H 6.869 0.342 -7.272 0.2638
H 5.526 1.544 -7.333 0.1812
H 5.371 0.017 -8.237 0.2259
C 7.235 0.000 1.647 -0.1622
O 7.828 -0.702 0.510 -0.5010
C 6.776 -1.408 -0.165 -0.0460
C 7.385 -1.984 -1.500 -0.8060
N 7.521 -0.893 -2.513 0.3605
C 8.330 -1.181 -3.657 -0.8917
C 7.677 -2.210 -4.616 -0.3095
O 7.583 -3.485 -4.068 -0.3013
C 7.034 -4.504 -4.839 -0.7194
H 7.214 -0.666 2.537 0.4475
H 6.199 0.318 1.467 -0.1232
H 7.790 0.862 1.936 -0.0056
H 5.941 -0.769 -0.364 0.0627
H 6.600 -2.318 0.428 0.4378
H 6.721 -2.809 -1.920 0.3225
H 8.366 -2.403 -1.250 0.3119
H 7.817 -0.011 -2.065 -0.2755
H 9.353 -1.546 -3.576 0.4380
H 8.469 -0.194 -4.106 0.3823
H 8.213 -2.313 -5.543 0.5481
H 6.681 -1.851 -4.979 0.0805
H 6.074 -4.039 -5.224 0.2923
H 6.861 -5.382 -4.185 0.2109
H 7.626 -4.700 -5.715 0.2889
C 4.900 6.926 -2.678 -1.0117
O 4.230 5.718 -2.533 0.0539
C 3.549 5.693 -1.330 -1.8742
C 2.629 4.432 -1.295 1.2489
N 1.811 4.468 -2.493 -0.2711
C 0.905 3.295 -2.686 -0.0065
C -0.283 3.212 -1.705 1.3502
O -1.199 4.335 -1.858 -0.6122
C -2.114 4.348 -0.817 -0.1273
H 4.201 7.759 -2.722 0.3224
H 5.518 6.916 -3.598 0.2105
H 5.619 7.105 -1.885 0.3308
H 2.905 6.594 -1.209 0.5822
H 4.242 5.661 -0.567 0.6890
H 2.046 4.484 -0.361 0.1015
H 3.188 3.472 -1.228 -0.5720
H 2.465 4.531 -3.292 0.1441
H 1.491 2.364 -2.616 -0.2691
H 0.567 3.278 -3.826 0.2651
H 0.076 3.154 -0.644 -0.8078
H -0.840 2.321 -1.940 -0.4027
H -2.710 3.416 -0.765 -0.2425
H -2.785 5.235 -1.034 0.4348
H -1.602 4.445 0.129 0.2466
C 2.376 3.011 8.318 -0.7737
O 2.991 2.213 7.373 -0.2293
C 4.154 2.694 6.854 -0.9001
C 4.609 1.623 5.791 -0.4100
N 3.611 0.995 4.988 0.5758
C 4.103 -0.276 4.432 -1.1306
C 2.973 -0.908 3.694 1.6140
O 2.003 -1.250 4.661 -0.7935
C 0.786 -1.538 4.021 -0.3134
H 1.623 2.395 8.708 0.2266
H 1.966 3.954 7.843 0.1833
H 3.231 3.247 9.004 0.3888
H 5.045 2.810 7.452 0.4736
H 3.962 3.691 6.358 0.3448
H 5.013 0.828 6.417 0.6091
H 5.393 2.066 5.238 -0.2116
H 2.753 0.945 5.524 0.0101
H 4.454 -0.978 5.221 0.8716
H 4.889 -0.098 3.674 -0.1105
H 3.218 -1.755 3.041 -0.2736
H 2.594 -0.100 2.986 -1.0105
H 0.310 -0.594 3.679 -0.4232
H 0.203 -1.912 4.783 1.1329
H 0.916 -2.234 3.211 0.1437
C -0.703 -4.899 1.328 0.2355
O -1.708 -4.402 2.121 -0.6874
C -2.005 -3.112 1.712 1.7760
C -2.707 -2.417 2.802 -0.2601
N -3.872 -3.112 3.309 -0.2316
C -4.945 -2.204 3.750 0.1832
C -4.730 -1.216 4.875 1.7049
O -4.642 -1.848 6.158 -0.5204
C -4.288 -1.005 7.249 -0.7382
H -0.994 -4.860 0.318 -0.0943
H -0.465 -5.893 1.704 0.4798
H 0.198 -4.345 1.544 -0.4489
H -2.651 -3.277 0.818 -0.5232
H -1.074 -2.577 1.358 -0.2445
H -3.147 -1.497 2.365 -0.9033
H -1.987 -2.166 3.557 0.5029
H -3.624 -3.763 4.072 0.3988
H -5.773 -2.858 4.016 0.6596
H -5.168 -1.653 2.866 -1.1383
H -5.574 -0.451 4.894 0.1750
H -3.820 -0.646 4.614 -1.0912
H -4.705 -1.522 8.129 0.3370
H -4.636 0.003 7.214 0.2918
H -3.219 -0.960 7.416 0.1817
C -4.238 -3.745 -2.194 0.0546
O -4.781 -5.030 -1.976 -0.5490
C -5.164 -5.099 -0.611 1.4366
C -5.792 -6.444 -0.367 -1.2295
N -4.831 -7.516 -0.668 -0.3400
C -3.809 -7.681 0.325 0.3472
C -2.822 -8.716 -0.122 -0.8817
O -2.299 -8.445 -1.442 -0.4294
C -1.607 -7.320 -1.586 -0.2242
H -4.902 -2.875 -1.985 -0.2202
H -3.916 -3.732 -3.255 0.3995
H -3.421 -3.666 -1.468 -0.0353
H -5.703 -4.235 -0.373 -0.1558
H -4.291 -5.159 0.051 -0.5367
H -6.673 -6.578 -1.022 0.3594
H -6.213 -6.451 0.645 0.3793
H -4.430 -7.303 -1.556 0.3137
H -4.197 -8.025 1.265 0.4035
H -3.354 -6.687 0.688 -0.3550
H -3.331 -9.626 -0.260 0.3480
H -2.020 -8.800 0.579 0.4375
H -2.226 -6.406 -1.537 -0.0476
H -1.121 -7.313 -2.572 0.3238
H -0.905 -7.255 -0.764 0.2276
C 6.723 -9.487 3.444 -0.7722
O 6.305 -8.123 3.245 -0.2628
C 6.343 -7.695 1.963 -0.8152
C 5.737 -6.331 1.822 -0.6189
N 4.380 -6.339 2.236 -0.3185
C 3.918 -5.160 3.004 -0.7760
C 2.421 -5.387 3.464 0.0697
O 2.304 -6.492 4.275 -0.4821
C 3.041 -6.577 5.511 -0.6791
H 7.654 -9.638 2.917 0.3245
H 5.931 -10.139 3.040 0.3144
H 6.862 -9.650 4.531 0.2047
H 5.831 -8.354 1.225 0.3401
H 7.383 -7.547 1.666 0.4861
H 5.829 -6.168 0.780 0.3572
H 6.394 -5.620 2.318 0.3622
H 4.122 -7.146 2.811 0.3174
H 3.906 -4.295 2.362 0.6325
H 4.483 -5.039 3.928 0.3585
H 1.694 -5.595 2.633 -0.2444
H 2.100 -4.461 3.908 0.3650
H 2.642 -7.291 6.173 0.2885
H 3.003 -5.632 5.989 0.3156
H 4.080 -6.897 5.336 0.2087
C -1.018 0.668 6.260 -0.4668
O -2.177 1.253 5.714 -0.4036
C -2.113 1.530 4.256 2.2041
C -3.188 2.608 3.934 -1.8035
N -4.557 2.050 3.812 0.6493
C -5.583 3.020 3.520 -0.3523
C -6.941 2.433 3.678 -0.4273
O -7.172 2.328 5.079 -0.3787
C -8.427 1.865 5.408 -0.8038
H -0.432 0.076 5.555 -0.0089
H -1.418 0.043 7.096 0.2687
H -0.337 1.398 6.668 0.3202
H -2.496 0.554 3.832 -1.1251
H -1.125 1.712 3.934 -0.1923
H -2.891 3.115 3.017 0.2961
H -3.094 3.392 4.793 0.6333
H -4.791 1.580 4.686 -0.0416
H -5.423 3.289 2.451 -0.1793
H -5.591 3.952 4.139 0.3759
H -6.976 1.487 3.204 0.0684
H -7.713 3.048 3.190 0.6245
H -8.702 1.023 4.760 0.2731
H -9.194 2.632 5.242 0.3526
H -8.567 1.677 6.487 0.2457
C -9.621 -2.765 -7.614 -0.6301
O -8.962 -1.910 -6.670 -0.2903
C -8.407 -2.705 -5.588 -0.7346
C -7.403 -2.030 -4.721 0.0367
N -8.026 -0.889 -4.062 -0.3830
C -7.117 -0.104 -3.283 -0.4516
C -7.837 1.047 -2.553 0.0364
O -8.095 2.078 -3.544 -0.2295
C -9.084 3.052 -3.186 -0.7829
H -10.586 -3.114 -7.077 0.2478
H -8.954 -3.598 -7.930 0.2863
H -9.899 -2.147 -8.495 0.2226
H -7.979 -3.501 -6.198 0.4104
H -9.185 -3.109 -4.902 0.2739
H -6.492 -1.738 -5.262 0.1274
H -7.177 -2.772 -3.937 0.0977
H -8.360 -0.163 -4.707 0.3528
H -6.385 0.334 -3.963 0.1768
H -6.600 -0.676 -2.563 0.2060
H -7.154 1.264 -1.673 -0.2056
H -8.847 0.635 -2.200 0.4568
H -9.423 3.358 -4.153 0.2861
H -8.619 3.861 -2.607 0.2195
H -9.909 2.631 -2.575 0.2813
C 0.043 4.446 5.408 -0.6269
O 0.901 3.590 4.618 -0.0345
C 0.644 3.753 3.253 -1.2027
C 1.542 2.947 2.371 1.4239
N 2.882 3.493 2.516 -0.2817
C 3.874 2.664 1.801 1.5554
C 5.279 3.242 1.835 0.1653
O 5.968 2.852 3.001 0.3519
C 7.217 3.540 3.126 -0.3871
H -0.944 3.948 5.454 0.0315
H -0.040 5.391 4.914 0.3878
H 0.302 4.529 6.468 0.1567
H 0.676 4.810 2.980 0.5253
H -0.498 3.545 3.091 0.0374
H 1.300 3.121 1.323 -0.2446
H 1.322 1.929 2.615 -1.0283
H 3.093 3.442 3.495 0.4981
H 3.507 2.668 0.819 -0.5582
H 3.855 1.645 2.157 -0.9704
H 5.223 4.380 1.709 0.4475
H 5.792 2.825 0.913 -0.7146
H 7.001 4.598 3.339 0.4882
H 7.871 3.354 2.289 -0.4191
H 7.774 3.077 3.931 0.0881
C -5.804 0.346 0.449 1.9788
O -7.220 0.002 0.576 -0.6139
C -7.382 -1.361 0.864 0.0148
C -8.795 -1.788 0.650 -0.4160
N -9.765 -0.963 1.309 -0.4070
C -11.058 -1.097 0.622 -0.6011
C -11.738 -2.457 0.733 -0.4982
O -13.146 -2.307 0.502 -0.3776
C -13.738 -3.171 -0.496 -0.6113
H -5.413 0.213 -0.591 0.1089
H -5.259 -0.290 1.131 -0.8575
H -5.775 1.380 0.882 -0.7981
H -6.977 -1.609 1.859 0.1292
H -6.748 -2.012 0.199 -0.1453
H -8.760 -2.863 0.919 0.3322
H -8.908 -1.675 -0.518 0.3010
H -9.483 -0.004 1.265 0.2855
H -11.162 -0.808 -0.399 0.2337
H -11.795 -0.417 1.189 0.4425
H -11.517 -2.946 1.621 0.3929
H -11.252 -3.135 -0.014 0.2669
H -14.034 -4.172 -0.178 0.2685
H -13.036 -3.410 -1.361 0.2650
H -14.620 -2.636 -0.763 0.2521